79
Properties=species:S:1:pos:R:3 method="wB97M-V/def2-TZVPD" spin_multiplicity=1 energy_ev=-95795.940 e_above_lowest_kj_mol=0.0
C -9.807 -26.230 -1.350
C -10.785 -25.132 -1.768
O -11.518 -25.332 -2.715
N -10.759 -23.961 -1.050
C -11.378 -22.769 -1.608
H -9.047 -25.746 -0.720
H -9.185 -26.441 -2.220
H -10.271 -27.092 -0.892
H -9.878 -23.813 -0.583
H -11.085 -22.683 -2.658
H -11.157 -21.903 -0.997
H -12.462 -22.885 -1.632
C -9.353 -20.939 -4.416
C -10.283 -19.777 -4.187
O -10.413 -19.283 -3.077
N -11.069 -19.456 -5.248
C -12.188 -18.540 -5.105
H -9.997 -21.773 -4.112
H -8.529 -20.845 -3.716
H -9.048 -21.142 -5.439
H -11.073 -20.084 -6.030
H -12.076 -17.735 -5.836
H -12.245 -17.984 -4.175
H -13.097 -19.123 -5.250
C -10.364 -17.388 0.026
C -11.391 -16.494 -0.639
O -12.482 -16.294 -0.141
N -10.970 -15.912 -1.791
C -11.965 -15.187 -2.553
H -10.394 -18.338 -0.531
H -10.715 -17.818 0.966
H -9.368 -16.962 0.065
H -10.055 -15.985 -2.186
H -12.586 -15.852 -3.173
H -11.507 -14.591 -3.344
H -12.669 -14.621 -1.952
C -14.328 -18.430 -1.201
C -13.475 -19.470 -1.910
O -14.338 -19.984 -2.896
C -15.623 -19.653 -2.592
O -16.587 -20.048 -3.169
O -15.678 -18.735 -1.586
F -13.120 -20.441 -1.006
H -14.113 -17.428 -1.575
H -14.309 -18.442 -0.114
H -12.599 -18.934 -2.274
C -12.341 -19.230 4.911
C -11.550 -19.120 3.621
O -12.231 -20.015 2.752
S -13.845 -20.081 3.142
O -14.195 -21.446 3.423
O -14.535 -19.354 2.120
O -13.694 -19.248 4.481
H -12.124 -18.438 5.623
H -12.111 -20.185 5.390
H -10.559 -19.545 3.793
H -11.399 -18.087 3.306
C -20.666 -21.132 -1.179
C -20.024 -19.776 -1.488
O -21.055 -19.103 -2.184
S -21.825 -20.141 -3.229
O -21.218 -20.246 -4.516
O -23.204 -19.768 -3.074
O -21.410 -21.434 -2.347
H -21.289 -21.156 -0.285
H -19.914 -21.912 -1.069
H -19.164 -19.931 -2.151
H -19.652 -19.178 -0.662
C -19.423 -22.963 -4.167
C -18.381 -23.348 -3.141
O -19.159 -24.033 -2.142
S -20.090 -25.071 -2.999
O -21.206 -25.518 -2.211
O -19.317 -26.101 -3.627
O -20.481 -23.924 -4.108
H -18.988 -22.945 -5.169
H -19.787 -21.941 -4.083
H -17.786 -22.590 -2.641
H -17.696 -24.087 -3.566

---

5
Properties=species:S:1:pos:R:3 method="wB97M-V/def2-TZVPD" spin_multiplicity=1 energy_ev=-4149.165 e_above_lowest_kj_mol=325.7
C -1.174 -0.257 0.153
C 0.832 0.378 0.086
O -2.237 0.039 0.008
H 1.462 -0.357 0.635
H 1.117 0.197 -0.882

---

8
Properties=species:S:1:pos:R:3 method="wB97M-V/def2-TZVPD" spin_multiplicity=1 energy_ev=-19985.933 e_above_lowest_kj_mol=188.8
N 0.451 -1.002 0.666
N 0.599 -0.267 -0.838
O 1.711 -0.170 -1.231
O -1.606 0.882 0.798
O -1.278 1.978 -1.352
S -0.671 1.432 -0.140
H 1.235 -1.499 1.018
H -0.440 -1.354 1.079

---

11
Properties=species:S:1:pos:R:3 method="wB97M-V/def2-TZVPD" spin_multiplicity=2 energy_ev=-6793.873 e_above_lowest_kj_mol=51.4 charge=+2
Cs -1.560 2.302 -1.374
C 0.371 -0.736 -0.373
C 0.204 -0.026 0.845
O -0.980 0.696 0.963
O 0.531 0.036 -1.510
H -0.503 -1.364 -0.542
H 1.319 -1.271 -0.306
H 0.928 0.773 1.004
H 0.317 -0.746 1.656
H -1.135 0.915 1.884
H 0.508 -0.579 -2.247

---

9
Properties=species:S:1:pos:R:3 method="wB97M-V/def2-TZVPD" spin_multiplicity=1 energy_ev=-14859.096 e_above_lowest_kj_mol=159.2 smiles="[H]/N=P/N.C#N"
H -1.816 -0.047 -2.029
N -1.052 0.412 -1.427
P -1.403 0.641 0.124
N 0.016 1.113 0.545
H 0.922 1.616 0.294
H -0.006 1.082 1.577
C 1.009 -1.674 0.291
N 1.042 -1.227 1.342
H 1.288 -1.915 -0.717

---

65
Properties=species:S:1:pos:R:3 method="wB97M-V/def2-TZVPD" spin_multiplicity=5 energy_ev=-83301.122 e_above_lowest_kj_mol=357.6
Pt 1.322 -0.614 0.686
C -2.327 2.940 -3.069
C -1.789 1.670 -2.467
C -1.663 1.627 -1.094
C -0.965 0.592 -0.281
C -0.962 -1.710 -1.114
C -1.813 -1.749 -2.387
C -1.421 0.669 -3.349
S -0.126 -3.149 -0.420
O -0.714 -3.616 0.802
O 0.093 -4.110 -1.462
N 1.338 -2.392 -0.116
C 2.446 -3.151 0.246
C 2.679 -2.930 1.846
O 3.029 -3.883 2.483
O 2.465 -1.741 2.168
H -2.879 3.519 -2.335
H -2.973 2.729 -3.918
H -1.486 3.542 -3.415
H -2.032 2.464 -0.521
H -0.813 1.024 0.717
H -1.816 -2.684 -2.941
H -1.570 0.858 -4.401
H 3.374 -2.750 -0.181
H 2.320 -4.209 0.005
N 0.398 -1.375 4.061
C -0.674 -1.474 3.293
N -1.815 -1.859 3.862
C -2.886 -1.909 3.086
N -4.057 -2.265 3.614
N -2.891 -1.579 1.779
C -1.736 -1.220 1.284
N -0.604 -1.149 1.982
C -1.738 -0.794 -0.150
C -3.114 -0.736 -0.745
C -3.153 -1.257 -1.962
C -0.858 -0.650 -3.023
C 0.081 -0.798 -1.777
N 0.318 0.245 -0.840
H 0.307 -1.625 5.031
H 1.302 -1.141 3.674
H -4.107 -2.547 4.576
H -4.852 -2.344 3.005
H -3.927 -0.291 -0.205
H -4.008 -1.298 -2.613
H -0.368 -1.058 -3.907
H 1.015 -1.280 -2.081
F 1.533 5.537 -0.972
C 1.975 4.272 -0.964
C 2.678 3.810 0.088
N 3.151 2.532 0.131
C 3.705 2.003 1.350
C 2.565 1.517 2.330
O 2.764 1.549 3.515
O 1.486 1.200 1.706
C 2.837 1.631 -0.860
O 3.137 0.446 -0.779
N 2.197 2.150 -1.948
C 1.643 3.423 -2.100
O 0.986 3.704 -3.070
H 2.887 4.436 0.943
H 4.301 2.754 1.867
H 4.318 1.130 1.109
H 1.933 1.477 -2.659
Cl -0.447 1.884 2.884